Record 1
The following is a quantum chemistry calculation of 3 unconnected molecules or ions with the total composition C17H41O2P2, from the Open Molecules 2025 dataset.

**LUMO**: -3.79 eV
**Multiplicity**: 1
**Electronic energy**: -1505.2493 Ha
**Orbital gap**: 9.01 eV
**Charge**: +1

The geometry in XYZ format:
```
62
Properties=species:S:1:pos:R:3:mulliken_charge:R:1
C 5.1685 2.8527 0.5750 -1.17
C 4.7485 2.1190 1.8496 -0.43
P 3.7883 0.5342 1.6035 0.09
C 3.4044 0.4415 -0.1886 -1.20
P 1.7988 1.2055 2.2977 0.18
C 0.5575 1.6982 1.0663 0.39
C 0.1009 3.1573 0.8644 0.50
O -0.8803 3.3283 0.2275 -0.45
O 0.8338 4.1787 1.3367 -0.45
H 5.6033 2.1774 -0.1615 0.32
H 5.9212 3.6041 0.8122 0.37
H 4.3225 3.3554 0.1035 0.28
H 4.1837 2.7903 2.5005 0.37
H 5.6246 1.8189 2.4265 0.41
H 4.2764 0.0062 -0.6801 0.56
H 2.5819 -0.2648 -0.3298 0.34
H 3.1611 1.3891 -0.6663 0.41
H 1.9842 2.2294 3.2338 0.25
H 1.2481 0.1408 3.0147 0.04
H 0.9102 1.3594 0.0893 -0.19
H -0.3519 1.1354 1.2882 -0.03
H 1.6123 3.9213 1.8410 0.30
C -2.6848 2.5062 -5.7301 -1.21
C -2.1368 1.1021 -5.4983 -0.35
C -2.8358 0.3526 -4.3647 -0.78
C -2.7287 1.0217 -2.9927 -0.86
C -1.3009 1.2753 -2.5144 0.18
C -0.4778 -0.0025 -2.3569 -0.91
H -2.5442 3.1463 -4.8573 0.28
H -2.1877 2.9882 -6.5722 0.38
H -3.7541 2.4739 -5.9486 0.30
H -1.0612 1.1576 -5.3034 0.22
H -2.2433 0.5181 -6.4154 0.40
H -2.4382 -0.6649 -4.3109 0.29
H -3.8959 0.2448 -4.6120 0.42
H -3.2431 0.3940 -2.2573 0.35
H -3.2672 1.9721 -3.0032 0.36
H -1.3393 1.7902 -1.5529 -0.09
H -0.7890 1.9521 -3.2042 0.32
H -0.9534 -0.6901 -1.6517 0.13
H 0.5314 0.2171 -1.9893 0.10
H -0.3572 -0.5334 -3.3016 0.45
C -1.9369 -1.3622 1.4659 -0.97
C -1.3061 -1.6591 2.8233 -0.39
C -0.0757 -2.5592 2.7390 -0.28
C -0.3232 -3.9562 2.1679 -0.89
C -1.3691 -4.7714 2.9274 -0.43
C -1.0030 -5.0298 4.3849 -1.19
H -2.3011 -2.2703 0.9857 0.42
H -2.7831 -0.6807 1.5591 0.44
H -1.2113 -0.9080 0.7815 -0.05
H -2.0544 -2.0979 3.4859 0.38
H -1.0157 -0.7135 3.3010 0.29
H 0.3702 -2.6486 3.7339 0.38
H 0.6807 -2.0640 2.1095 0.08
H 0.6248 -4.5020 2.1700 0.39
H -0.6224 -3.8768 1.1194 0.33
H -1.4966 -5.7260 2.4128 0.40
H -2.3416 -4.2733 2.8761 0.22
H -0.0446 -5.5479 4.4597 0.30
H -1.7546 -5.6499 4.8726 0.39
H -0.9269 -4.1032 4.9573 0.27
```

---

Record 2
The following is a quantum chemistry calculation of 3 unconnected molecules or ions with the total composition C17H42FN2O4PS, from the Open Molecules 2025 dataset.

**LUMO**: -1.21 eV
**Multiplicity**: 1
**Electronic energy**: -1922.4714 Ha
**Orbital gap**: 8.19 eV
**SMILES**: CCCCCCCCCN([PH2]=N)S(=O)(=O)F.CCOCC.CCOCC

The geometry in XYZ format:
```
68
Properties=species:S:1:pos:R:3:mulliken_charge:R:1
C 4.3268 -3.4874 2.6522 -0.93
C 4.0268 -3.1378 1.0538 -0.31
C 4.3845 -1.5853 0.6475 -0.61
C 3.1088 -0.5557 0.6749 -0.42
C 2.3322 -0.5012 2.1415 -0.24
C 0.8317 0.2144 1.9567 0.10
C -0.2422 -0.4759 2.9846 -0.65
C -1.7322 -0.7482 2.3582 -0.82
C -1.7516 -1.5394 0.9229 -0.46
N -2.1284 -3.0314 1.0481 -0.17
P -0.7550 -3.8080 1.8742 0.48
N -0.8191 -5.4222 1.9559 -0.72
S -2.3231 -3.5574 -0.6044 1.20
O -1.6663 -4.9151 -0.9483 -0.56
O -3.8621 -3.7328 -0.8811 -0.60
F -1.7423 -2.4235 -1.7825 -0.27
H 5.4864 -3.4985 2.8821 0.31
H 3.9087 -4.5599 2.8819 0.28
H 3.8484 -2.7162 3.3942 0.23
H 4.7583 -3.8232 0.4253 0.32
H 2.9344 -3.4527 0.7445 0.11
H 5.2908 -1.1951 1.3031 0.28
H 4.7782 -1.6117 -0.4655 0.30
H 2.3608 -0.8194 -0.1869 0.27
H 3.5147 0.5376 0.4857 0.18
H 3.0024 0.1413 2.8593 0.27
H 2.1911 -1.6001 2.5223 -0.19
H 0.4916 0.2666 0.8385 0.35
H 1.0022 1.3438 2.2994 -0.05
H 0.2465 -1.4264 3.4921 0.23
H -0.3952 0.3039 3.8759 0.30
H -2.2092 0.3267 2.1568 0.30
H -2.3611 -1.3289 3.1646 0.30
H -2.5782 -1.0338 0.2344 0.28
H -0.7144 -1.4876 0.3698 0.54
H 0.4539 -3.3027 1.2463 0.13
H -0.7844 -3.3329 3.2615 0.02
H -0.8503 -5.6795 2.9742 0.25
C 1.0912 4.7224 -0.8019 -1.16
C 0.7582 4.0951 0.5410 -0.20
O 1.9068 3.7975 1.3307 -0.38
C 2.7326 4.8985 1.6952 -0.36
C 2.0138 5.9472 2.5273 -1.06
H 1.7843 4.0878 -1.3631 0.31
H 0.1819 4.8614 -1.3947 0.39
H 1.5654 5.7011 -0.6841 0.27
H 0.2455 3.1432 0.3647 0.25
H 0.0603 4.7204 1.1082 0.33
H 3.1864 5.3447 0.8040 0.32
H 3.5567 4.4883 2.2882 0.31
H 1.2078 6.4266 1.9643 0.27
H 2.7116 6.7284 2.8439 0.40
H 1.5657 5.4926 3.4167 0.28
C -4.7140 0.6156 -6.4587 -1.05
C -3.7108 1.1908 -5.4735 -0.28
O -4.1830 1.2147 -4.1289 -0.43
C -4.5099 -0.0422 -3.5456 -0.47
C -3.3341 -1.0020 -3.4730 -0.69
H -5.6653 1.1537 -6.3993 0.28
H -4.3307 0.6889 -7.4810 0.38
H -4.9211 -0.4391 -6.2550 0.28
H -3.5054 2.2305 -5.7506 0.33
H -2.7532 0.6622 -5.5292 0.29
H -5.3578 -0.4956 -4.0697 0.30
H -4.8529 0.1658 -2.5267 0.30
H -2.9805 -1.2834 -4.4691 0.34
H -3.6204 -1.9185 -2.9481 0.21
H -2.4927 -0.5413 -2.9455 0.21
```

---

Record 3
The following is a quantum chemistry calculation of a molecular structure, C17H42N2O6Zn, from the Open Molecules 2025 dataset.

**ΔE to the lowest compared entry with this formula, charge and spin**: 149.03 kJ/mol
**LUMO**: -0.12 eV
**Multiplicity**: 1
**Electronic energy**: -3012.9668 Ha
**Orbital gap**: 7.06 eV

The geometry in XYZ format:
```
68
Properties=species:S:1:pos:R:3:mulliken_charge:R:1
Zn 3.3102 8.3617 -2.4162 1.00
C 5.6883 9.8793 -5.7414 -1.20
C 5.1601 8.6062 -4.9619 -0.42
O 3.9209 8.8764 -4.2569 -0.65
H 6.5628 9.6616 -6.3545 0.39
H 5.8968 10.6966 -5.0510 0.25
H 4.9698 10.1519 -6.5145 0.28
H 5.8287 8.2792 -4.1655 0.20
H 5.0293 7.8137 -5.6986 0.26
C 0.3721 7.2491 0.0130 -1.37
C 0.1224 8.2005 -1.2313 0.33
C -0.6673 9.3568 -0.7599 -1.46
O 1.3044 8.3140 -1.8876 -0.65
H -0.5329 7.1200 0.6067 0.46
H 1.1556 7.5698 0.6995 0.24
H 0.6734 6.2535 -0.3128 0.24
H -0.5154 7.5833 -1.8641 0.19
H -0.8310 10.0532 -1.5823 0.33
H -0.2246 9.8556 0.1023 0.27
H -1.5519 8.8611 -0.3601 0.45
C 0.6848 8.2364 -5.3156 -0.65
O -0.1672 7.3233 -5.9316 -0.35
C 0.3644 6.2063 -6.5205 -0.17
C -0.8100 5.2313 -6.6895 -0.49
N -1.7727 5.6632 -7.7467 -0.43
C -2.9512 4.8644 -7.9464 -0.70
C -2.8305 3.2998 -7.9534 -0.51
O -2.4274 2.8113 -6.6793 -0.35
C -3.4583 2.7481 -5.6857 -0.73
H 1.1566 7.9391 -4.3790 0.02
H 0.2032 9.1988 -5.1428 0.30
H 1.5778 8.4013 -5.9184 0.42
H 1.1976 5.7528 -5.9838 -0.01
H 0.8354 6.4422 -7.4747 0.36
H -1.3056 5.2422 -5.7188 0.25
H -0.2712 4.2840 -6.7084 0.40
H -2.0965 6.5778 -7.4659 0.26
H -3.1729 5.4015 -8.8686 0.45
H -3.8087 5.2283 -7.3804 0.30
H -2.0211 2.9702 -8.6047 0.32
H -3.8307 2.9282 -8.1761 0.37
H -4.0254 3.6790 -5.6926 0.30
H -3.0830 2.5578 -4.6802 0.26
H -4.2284 2.0390 -5.9896 0.32
C 3.4084 5.3953 -3.2859 -0.96
O 3.5412 6.4035 -2.2741 0.47
C 4.1992 5.8537 -1.1662 -0.48
C 4.3488 7.0656 -0.1954 -0.67
N 4.7326 8.3030 -0.9887 -0.07
C 4.7519 9.4134 -0.1084 -0.79
C 4.2543 10.6553 -0.8833 -0.73
O 3.1085 10.3849 -1.7346 0.06
C 2.7235 11.3683 -2.7183 -0.56
H 2.7009 4.6344 -2.9563 0.35
H 4.3441 4.9777 -3.6576 0.42
H 2.8990 5.7056 -4.1982 -0.04
H 5.1439 5.4249 -1.5005 0.46
H 3.6289 5.0259 -0.7447 0.34
H 5.1334 6.7304 0.4831 0.43
H 3.4380 7.3563 0.3281 0.12
H 5.7234 8.1823 -1.1432 0.31
H 5.7127 9.3892 0.4057 0.49
H 4.0730 9.3225 0.7395 0.35
H 5.0863 10.9067 -1.5410 0.45
H 4.0889 11.5921 -0.3511 0.43
H 2.6056 12.3582 -2.2775 0.26
H 1.9881 10.9637 -3.4137 0.16
H 3.7310 11.4484 -3.1265 0.13
```

---

Q: Which F_max values were calculated for the entries above? A: 0.5, 9.7, 3.9, in eV Å⁻¹.